# 1
Here is C25H24N4S2Ta as an isolated structure at a distorted geometry from the OMol25 dataset. Energies are from ωB97M-V with the def2-TZVPD basis set.

Geometry (Å):
Ta (-14.90, -10.11, 6.57)
C (-14.86, -6.74, 6.18)
C (-16.21, -6.98, 6.85)
C (-17.01, -8.10, 6.26)
C (-18.41, -8.04, 6.28)
C (-19.17, -9.11, 5.76)
C (-18.54, -10.09, 5.00)
C (-17.15, -10.11, 4.96)
N (-16.41, -9.12, 5.59)
N (-13.91, -7.92, 6.28)
C (-12.95, -7.76, 7.50)
C (-12.23, -9.02, 7.80)
C (-10.95, -9.04, 8.36)
C (-10.33, -10.26, 8.64)
C (-11.11, -11.43, 8.52)
C (-12.41, -11.36, 8.05)
N (-12.87, -10.15, 7.56)
C (-12.99, -7.99, 5.08)
C (-12.99, -9.30, 4.36)
C (-12.45, -9.43, 3.13)
C (-12.70, -10.61, 2.36)
C (-13.52, -11.57, 2.88)
C (-14.02, -11.44, 4.17)
N (-13.81, -10.32, 4.90)
H (-14.39, -5.84, 6.64)
H (-14.98, -6.53, 5.13)
H (-16.79, -6.04, 6.74)
H (-16.14, -7.23, 7.95)
H (-18.93, -7.27, 6.83)
H (-20.24, -9.11, 5.96)
H (-19.09, -10.94, 4.54)
H (-16.65, -10.79, 4.30)
H (-13.52, -7.49, 8.37)
H (-12.27, -6.93, 7.26)
H (-10.43, -8.12, 8.67)
H (-9.27, -10.39, 8.90)
H (-10.68, -12.39, 8.69)
H (-13.07, -12.19, 7.87)
H (-11.94, -7.86, 5.38)
H (-13.28, -7.23, 4.31)
H (-11.81, -8.63, 2.74)
H (-12.34, -10.70, 1.31)
H (-13.86, -12.41, 2.30)
H (-14.68, -12.20, 4.50)
S (-15.65, -12.34, 7.37)
C (-16.53, -12.08, 8.87)
C (-17.13, -13.17, 9.42)
C (-18.06, -13.03, 10.50)
C (-18.25, -11.75, 11.07)
C (-17.61, -10.65, 10.54)
C (-16.78, -10.79, 9.41)
S (-15.96, -9.36, 8.92)
H (-16.87, -14.21, 9.14)
H (-18.58, -13.86, 10.93)
H (-18.92, -11.52, 11.86)
H (-17.62, -9.63, 10.91)

Output
gap between HOMO and LUMO (spin up / spin down) = 4.952 / 4.695 eV
E_LUMO (spin up / spin down) = -0.412 / -0.417 Ha
total charge = +3

***

# 2
Here is C40H40ClCoN2OPSi as an isolated structure from the OMol25 dataset. Energies are from ωB97M-V with the def2-TZVPD basis set.

Geometry (Å):
Co (1.11, 1.15, -0.56)
N (2.76, -0.34, -2.93)
P (1.77, -0.85, -1.65)
C (2.88, -1.74, -0.52)
C (3.38, -1.08, 0.59)
C (4.31, -1.70, 1.42)
C (4.73, -2.99, 1.13)
C (4.24, -3.65, 0.01)
C (3.32, -3.03, -0.81)
C (0.74, -2.11, -2.42)
C (0.14, -3.06, -1.59)
C (-0.69, -4.02, -2.12)
C (-0.95, -4.04, -3.48)
C (-0.37, -3.10, -4.31)
C (0.47, -2.13, -3.79)
C (3.53, 0.80, -2.75)
C (4.54, 1.12, -3.67)
C (5.33, 2.21, -3.43)
C (5.11, 2.96, -2.27)
C (4.09, 2.59, -1.44)
N (3.28, 1.54, -1.67)
H (3.09, -1.00, -3.62)
H (3.05, -0.07, 0.84)
H (4.69, -1.18, 2.28)
H (5.45, -3.48, 1.77)
H (4.57, -4.66, -0.21)
H (2.92, -3.56, -1.67)
H (0.34, -3.05, -0.52)
H (-1.15, -4.75, -1.47)
H (-1.60, -4.80, -3.90)
H (-0.57, -3.11, -5.38)
H (0.89, -1.37, -4.44)
H (4.68, 0.50, -4.55)
H (6.12, 2.48, -4.12)
H (5.73, 3.82, -2.03)
H (3.89, 3.15, -0.54)
Cl (-4.33, 5.26, 0.84)
C (-2.74, 4.71, 0.56)
C (-2.21, 4.79, -0.74)
C (-0.95, 4.30, -0.98)
C (-0.16, 3.76, 0.08)
C (1.16, 3.33, -0.16)
C (-0.74, 3.70, 1.38)
C (-2.00, 4.17, 1.61)
H (-2.81, 5.21, -1.53)
H (-0.53, 4.36, -1.97)
H (1.83, 3.26, 0.70)
H (1.61, 3.63, -1.10)
H (-0.16, 3.29, 2.19)
H (-2.44, 4.11, 2.60)
C (-2.66, -0.34, -1.62)
C (-3.10, 0.18, -0.25)
C (-3.30, 1.70, -0.37)
C (-4.44, -0.48, 0.10)
Si (-1.69, -0.11, 1.00)
O (-0.31, 0.37, 0.28)
C (-1.88, 0.88, 2.59)
C (-0.73, 1.09, 3.36)
C (-0.79, 1.72, 4.59)
C (-2.00, 2.17, 5.09)
C (-3.16, 1.96, 4.35)
C (-3.09, 1.32, 3.12)
C (-1.46, -1.89, 1.56)
C (-0.16, -2.26, 1.90)
C (0.15, -3.54, 2.36)
C (-0.86, -4.48, 2.49)
C (-2.16, -4.13, 2.18)
C (-2.46, -2.85, 1.72)
H (-3.45, -0.16, -2.36)
H (-2.48, -1.42, -1.60)
H (-1.75, 0.15, -1.97)
H (-4.04, 1.92, -1.15)
H (-2.37, 2.19, -0.65)
H (-3.66, 2.15, 0.55)
H (-5.20, -0.13, -0.60)
H (-4.78, -0.25, 1.11)
H (-4.38, -1.56, -0.01)
H (0.22, 0.74, 2.99)
H (0.12, 1.87, 5.17)
H (-2.05, 2.66, 6.05)
H (-4.11, 2.30, 4.73)
H (-4.01, 1.17, 2.57)
H (0.64, -1.54, 1.81)
H (1.17, -3.79, 2.61)
H (-0.63, -5.48, 2.84)
H (-2.96, -4.85, 2.30)
H (-3.49, -2.61, 1.51)

Output
expectation value of S² = 6.042
gap between HOMO and LUMO (spin up / spin down) = 8.340 / 5.924 eV
E_LUMO (spin up / spin down) = -0.083 / -0.183 Ha
multiplicity = 5
total charge = +1

***

# 3
Here is C17H31N2PReS2 as an isolated structure from the OMol25 dataset. Energies are from ωB97M-V with the def2-TZVPD basis set.

Geometry (Å):
Re (-0.94, -0.54, 0.83)
C (-2.09, -0.70, 5.42)
C (-1.51, -0.96, 4.05)
S (-1.89, 0.25, 2.83)
C (-0.76, -2.04, 3.76)
C (-0.41, -3.12, 4.74)
S (-0.10, -2.27, 2.13)
H (-2.72, 0.19, 5.41)
H (-1.31, -0.55, 6.16)
H (-2.71, -1.53, 5.76)
H (-0.86, -2.94, 5.72)
H (0.67, -3.19, 4.88)
H (-0.76, -4.09, 4.39)
C (-0.31, -3.44, -1.04)
P (0.03, -1.65, -1.07)
C (1.86, -1.67, -1.12)
C (-0.42, -1.17, -2.78)
C (-0.82, -2.09, -3.74)
C (-1.17, -1.67, -5.02)
C (-1.11, -0.33, -5.35)
C (-0.73, 0.60, -4.39)
C (-0.40, 0.18, -3.11)
H (-1.38, -3.62, -1.10)
H (0.04, -3.81, -0.08)
H (0.20, -3.98, -1.84)
H (2.23, -2.03, -2.08)
H (2.21, -2.34, -0.33)
H (2.29, -0.68, -0.93)
H (-0.88, -3.14, -3.51)
H (-1.48, -2.40, -5.76)
H (-1.38, 0.00, -6.35)
H (-0.70, 1.66, -4.64)
H (-0.17, 0.93, -2.36)
C (2.21, 3.32, -1.44)
C (1.54, 3.06, -0.10)
C (0.74, 4.29, 0.33)
C (2.60, 2.72, 0.95)
N (0.60, 1.95, -0.36)
N (-0.03, 1.42, 0.82)
H (2.84, 4.21, -1.39)
H (1.46, 3.46, -2.22)
H (2.85, 2.48, -1.73)
H (1.39, 5.16, 0.41)
H (0.28, 4.15, 1.32)
H (-0.05, 4.50, -0.39)
H (3.36, 3.50, 0.99)
H (3.10, 1.78, 0.71)
H (2.19, 2.64, 1.96)
H (1.11, 1.17, -0.76)
H (-0.73, 2.08, 1.14)
H (0.64, 1.35, 1.59)
C (-2.52, -0.34, -0.22)
H (-3.51, -0.18, 0.22)
H (-2.58, -0.56, -1.29)

Output
expectation value of S² = 0.763
gap between HOMO and LUMO (spin up / spin down) = 7.269 / 6.735 eV
E_LUMO (spin up / spin down) = 0.015 / -0.007 Ha
multiplicity = 2

***

# 4
Here is a 2-piece molecular cluster, C2H9N4O overall at a distorted geometry from the OMol25 dataset. Energies are from ωB97M-V with the def2-TZVPD basis set.

Geometry (Å):
N (-1.48, 1.31, 0.90)
C (-1.57, 1.74, -0.36)
N (-0.79, 1.33, -1.31)
H (-1.15, 0.37, 1.11)
H (-2.10, 1.85, 1.48)
H (-2.30, 2.52, -0.54)
H (-0.76, 1.75, -2.23)
H (-0.08, 0.54, -1.30)
N (2.31, -0.90, 0.62)
C (1.18, -1.16, -0.13)
N (0.13, -1.78, 0.55)
O (1.02, -0.74, -1.27)
H (3.08, -0.76, -0.03)
H (2.59, -1.59, 1.30)
H (-0.50, -2.16, -0.15)
H (0.43, -2.32, 1.34)

Output
gap between HOMO and LUMO = 11.262 eV
E_LUMO = -0.118 Ha
total charge = +1

***

# 5
Here is a 3-piece molecular cluster, C19H46BrClN3O4P overall from the OMol25 dataset. Energies are from ωB97M-V with the def2-TZVPD basis set.

Geometry (Å):
C (-3.90, -1.56, 3.19)
O (-4.53, -2.62, 2.52)
C (-3.63, -3.65, 2.18)
C (-4.34, -4.67, 1.30)
N (-5.55, -5.23, 1.89)
C (-4.65, -4.16, -0.08)
O (-3.42, -3.90, -0.76)
C (-3.28, -2.70, -1.41)
Cl (-3.47, -1.27, -0.34)
C (-4.27, -2.62, -2.61)
O (-4.69, -1.34, -2.97)
C (-3.79, -0.61, -3.78)
P (-1.50, -2.49, -2.03)
O (-1.48, -3.69, -3.16)
Br (-0.44, -3.50, -0.33)
H (-4.65, -0.79, 3.36)
H (-3.48, -1.89, 4.15)
H (-3.09, -1.13, 2.58)
H (-2.75, -3.26, 1.66)
H (-3.26, -4.17, 3.08)
H (-3.62, -5.49, 1.17)
H (-6.23, -4.50, 2.06)
H (-5.33, -5.66, 2.77)
H (-5.17, -4.96, -0.61)
H (-5.30, -3.28, -0.07)
H (-5.16, -3.18, -2.34)
H (-3.81, -3.14, -3.46)
H (-3.13, 0.01, -3.17)
H (-4.37, 0.04, -4.43)
H (-3.18, -1.27, -4.39)
H (-0.87, -4.39, -2.90)
C (0.75, 4.98, -0.64)
C (0.92, 3.47, -0.56)
N (-0.07, 2.83, 0.29)
C (0.26, 1.46, 0.63)
C (0.32, 0.43, -0.50)
C (-1.46, 3.08, -0.05)
C (-1.92, 2.71, -1.47)
H (0.71, 5.41, 0.36)
H (1.59, 5.42, -1.17)
H (-0.16, 5.26, -1.17)
H (1.90, 3.25, -0.13)
H (0.93, 3.06, -1.58)
H (-0.45, 1.12, 1.39)
H (1.24, 1.48, 1.13)
H (-0.68, 0.18, -0.86)
H (0.77, -0.49, -0.14)
H (0.92, 0.78, -1.34)
H (-1.66, 4.15, 0.11)
H (-2.08, 2.56, 0.68)
H (-1.24, 3.09, -2.23)
H (-2.90, 3.16, -1.66)
H (-2.02, 1.64, -1.60)
C (7.53, 0.23, 0.09)
C (6.83, 1.25, 0.97)
N (5.78, 1.97, 0.27)
C (5.32, 3.16, 0.97)
C (4.61, 2.97, 2.32)
C (4.75, 1.15, -0.34)
C (3.98, 0.18, 0.56)
H (7.88, 0.69, -0.83)
H (8.39, -0.19, 0.62)
H (6.87, -0.61, -0.17)
H (7.56, 1.99, 1.30)
H (6.46, 0.75, 1.88)
H (4.65, 3.71, 0.30)
H (6.19, 3.80, 1.13)
H (3.61, 2.55, 2.21)
H (4.50, 3.94, 2.82)
H (5.18, 2.32, 2.99)
H (5.21, 0.58, -1.15)
H (4.04, 1.83, -0.83)
H (4.65, -0.42, 1.18)
H (3.41, -0.51, -0.06)
H (3.28, 0.69, 1.21)

Output
gap between HOMO and LUMO = 8.392 eV
E_LUMO = 0.013 Ha

***

The evaluated ΔE to the lowest compared entry with this formula, charge and spin for the records listed, in turn: 180.0, 67.9, 0.0, 12.6, 10.3 kJ/mol.